# 1
The following is a quantum chemistry calculation of C3H5I as an isolated structure at a distorted geometry, from OMol25.

```
! RIJCOSX wB97M-V def2-TZVPD def2/J DEFGRID3
* xyz 0 1
C 0.301 0.069 -0.081
C -1.300 -0.877 0.528
C 1.147 1.164 -0.154
I 2.554 1.405 -1.662
H -2.011 -0.199 0.754
H 0.681 -0.703 -0.873
H -1.504 -1.503 -0.240
H -0.938 -1.528 1.361
H 1.070 2.172 0.366
*
```

**Kohn-Sham gap**: 9.2 eV
**ΔE to the lowest compared entry with this formula, charge and spin**: 65.0 kcal/mol
**Total energy**: -414.87077 a.u.
**HOMO**: -8.85 eV
**Largest force on an atom**: 6.810 eV/Å

# 2
The following is a quantum chemistry calculation of C2H13N3O3 as an isolated structure at a distorted geometry, from OMol25.

```
! RIJCOSX wB97M-V def2-TZVPD def2/J DEFGRID3
* xyz 0 1
H 0.709 0.199 -0.261
O 1.590 0.703 0.181
N -0.386 -0.391 -0.829
H 1.483 0.665 1.131
H -0.977 0.178 -1.415
C -1.063 -1.040 0.079
N -2.120 -0.548 0.776
H -2.691 -1.194 1.224
N -0.514 -2.171 0.547
H -0.578 -2.612 1.450
H 0.199 -2.640 0.010
C -2.802 0.640 0.328
H -3.417 1.004 1.128
H -2.192 1.531 0.183
H -3.442 0.490 -0.540
O 3.340 -1.345 -0.089
H 2.781 -0.531 -0.018
H 3.624 -1.291 -1.004
O 2.473 3.031 -1.015
H 2.376 2.255 -0.431
H 1.607 3.067 -1.432
*
```

**Kohn-Sham gap**: 10.2 eV
**ΔE to the lowest compared entry with this formula, charge and spin**: 11.9 kcal/mol
**Total energy**: -473.98137 a.u.
**HOMO**: -9.87 eV
**Largest force on an atom**: 1.967 eV/Å

# 3
The following is a quantum chemistry calculation of a single C17H17FN4O2 molecule at a distorted geometry, from OMol25.

```
! RIJCOSX wB97M-V def2-TZVPD def2/J DEFGRID3
* xyz 0 1
C 4.549 1.525 -1.312
H 5.113 0.817 -1.926
O 3.524 0.881 -0.593
C 2.574 0.188 -1.283
C 2.489 0.144 -2.668
C 1.499 -0.599 -3.288
C 0.581 -1.301 -2.536
C 0.638 -1.262 -1.149
C 1.629 -0.518 -0.511
O 1.706 -0.567 0.856
C 1.544 0.660 1.563
C 0.113 1.130 1.497
C -0.362 1.843 0.403
C -1.695 2.205 0.315
C -2.580 1.861 1.322
C -2.133 1.156 2.425
C -0.800 0.799 2.490
F -0.374 0.103 3.567
H -2.801 0.869 3.222
H -3.621 2.139 1.253
H -2.043 2.759 -0.544
H 0.324 2.112 -0.386
H 2.219 1.426 1.169
H 1.824 0.419 2.591
C -0.401 -1.971 -0.324
N -1.519 -1.045 -0.154
N -2.568 -1.516 0.620
C -3.896 -1.471 0.332
N -4.592 -1.885 1.350
N -3.736 -2.217 2.323
C -2.528 -1.989 1.896
H -1.631 -2.156 2.453
H -4.292 -1.129 -0.603
H -1.885 -0.749 -1.055
H -0.707 -2.909 -0.813
H 0.005 -2.196 0.663
H -0.185 -1.887 -3.022
H 1.455 -0.628 -4.366
H 3.201 0.680 -3.275
H 5.209 1.952 -0.558
H 4.156 2.327 -1.945
*
```

**Kohn-Sham gap**: 9.3 eV
**SMILES**: COc1cccc(CNn2cnnc2)c1OCc1ccccc1F
**ΔE to the lowest compared entry with this formula, charge and spin**: 42.0 kcal/mol
**Total energy**: -1127.30277 a.u.
**HOMO**: -8.79 eV
**Largest force on an atom**: 1.037 eV/Å

# 4
The following is a quantum chemistry calculation of a single C3H3NO2 molecule at a distorted geometry, from OMol25.

```
! RIJCOSX wB97M-V def2-TZVPD def2/J DEFGRID3
* xyz 0 1
C 0.478 0.775 -0.611
C -0.667 0.508 0.391
C 0.836 -0.619 -0.506
N -0.165 -0.890 0.375
O 0.870 1.746 -1.188
O -0.662 -1.820 1.042
H -0.573 0.984 1.366
H -1.689 0.610 0.026
H 1.573 -1.294 -0.895
*
```

**Kohn-Sham gap**: 9.6 eV
**SMILES**: O=C1C=[N+]([O-])C1
**ΔE to the lowest compared entry with this formula, charge and spin**: 86.2 kcal/mol
**Total energy**: -321.24027 a.u.
**HOMO**: -10.00 eV
**Largest force on an atom**: 2.015 eV/Å